A 2-piece molecular cluster, C4H12N3S overall, computed with wB97M-V/def2-TZVPD.

ORCA input file:
```
! RIJCOSX wB97M-V def2-TZVPD def2/J DEFGRID3
* xyz -1 1
H -0.014 0.756 -1.568
C 2.153 -0.915 -2.123
H 2.576 -2.240 -0.698
H -0.485 0.545 -3.268
N 1.851 -1.607 -0.973
C -0.950 1.359 1.792
H -0.248 1.647 1.006
H 1.051 -1.501 -0.296
H -1.036 -0.247 3.233
N -2.335 1.438 1.350
H -0.386 -0.814 -2.112
H 0.557 0.036 2.556
N 1.473 -0.089 -2.820
S -0.724 -1.338 1.038
H -2.945 1.263 2.140
C 0.087 0.113 -2.448
H -0.837 2.080 2.617
H 3.169 -1.109 -2.467
C -0.504 -0.008 2.301
H -2.452 0.631 0.740
*
```

Computed properties:
Highest occupied orbital energy = -3.2 eV
Energy above the lowest of the compared OMol25 structures with the same formula, charge and spin = 99.6 kJ/mol


An isolated ion of composition C6H8N5O and charge +1 at a distorted geometry, computed with wB97M-V/def2-TZVPD.

ORCA input file:
```
! RIJCOSX wB97M-V def2-TZVPD def2/J DEFGRID3
* xyz 1 3
C -0.120 0.539 -1.432
N -0.721 -0.710 -1.443
C 0.043 2.620 -2.384
C 0.487 -0.462 0.461
C -0.309 -1.384 -0.292
H -0.789 -3.717 1.654
H -1.200 -1.226 -2.211
H 1.522 -0.761 0.463
H -0.433 3.106 -3.300
H 0.522 0.251 3.809
C -0.581 -2.722 1.438
H -0.377 3.134 -1.489
N -0.641 -2.554 0.128
H 1.140 2.730 -2.365
N 0.671 0.308 2.866
C 0.165 -0.590 2.012
N 0.524 0.805 -0.245
N -0.400 -1.765 2.350
O -0.381 1.265 -2.489
H 0.878 1.132 2.470
*
```

Computed properties:
Highest occupied orbital energy (alpha / beta) = -10.7 / -13.9 eV
Energy above the lowest of the compared OMol25 structures with the same formula, charge and spin = 39.2 kJ/mol


What is the energy above the lowest of the compared OMol25 structures with the same formula, charge and spin in the first record?
99.6 kJ/mol